# C2H2FNO

A cluster of 2 separate species, C2H2FNO in total at a distorted geometry (ωB97M-V/def2-TZVPD, the Open Molecules 2025 dataset).

Positions of all 7 atoms, in Å:
C1 -0.918 -0.772 -0.040
C2 0.252 0.068 0.056
N1 -1.812 -1.445 -0.272
O1 0.095 1.348 0.244
F1 1.338 -0.370 0.791
H1 0.425 -0.522 -1.650
H2 0.620 1.694 0.869

Calculated values
frontier orbital gap: 9.61 eV
multiplicity: 1
relative energy (zero: lowest compared OMol25 entry of this formula, charge and spin): 78.4 kcal/mol
E_HOMO: -10.020 eV

Okay, here come the Mulliken numbers, in e, for every atom:
1 C 0.2133
2 C 0.2330
3 N -0.3134
4 O -0.3733
5 F -0.2379
6 H 0.1693
7 H 0.3091



# C2H2FNO

A cluster of 3 separate species, C2H2FNO in total at a distorted geometry (ωB97M-V/def2-TZVPD, the Open Molecules 2025 dataset).

Positions of all 7 atoms, in Å:
C1 1.377 -0.783 -0.489
C2 -1.386 0.439 1.058
N1 0.789 -0.728 0.482
O1 -1.391 1.363 0.394
F1 -0.647 1.181 -1.272
H1 2.202 -0.953 -1.270
H2 -0.945 -0.519 1.097

Calculated values
frontier orbital gap (spin up / spin down): 9.39 / 8.20 eV
multiplicity: 1
relative energy (zero: lowest compared OMol25 entry of this formula, charge and spin): 113.5 kcal/mol
E_HOMO (spin up / spin down): -10.048 / -8.984 eV

Okay, here come the Mulliken numbers, in e, for every atom:
1 C 0.1429
2 C 0.1904
3 N -0.4452
4 O -0.0163
5 F -0.6089
6 H 0.2607
7 H 0.4764



# C2H2FNO2

The molecule C2H2FNO2 at a distorted geometry (ωB97M-V/def2-TZVPD, the Open Molecules 2025 dataset).

Positions of all 8 atoms, in Å:
C1 0.075 -0.261 -0.444
C2 1.340 0.370 -0.180
N1 -1.194 0.101 0.452
O1 1.659 1.246 0.598
O2 -1.314 0.708 1.427
F1 -2.321 -0.834 0.081
H1 -0.269 -1.125 -0.996
H2 2.025 -0.204 -0.938

Calculated values
structure (SMILES): O=C/C=[N+](\[O-])F
frontier orbital gap (spin up / spin down): 8.12 / 8.35 eV
multiplicity: 1
relative energy (zero: lowest compared OMol25 entry of this formula, charge and spin): 140.0 kcal/mol
E_HOMO (spin up / spin down): -9.935 / -10.000 eV

Okay, here come the Mulliken numbers, in e, for every atom:
1 C -0.3216
2 C 0.1892
3 N 0.6222
4 O -0.4895
5 O -0.3218
6 F -0.2865
7 H 0.3991
8 H 0.2089



# C2H2FNO2

A cluster of 2 separate species, C2H2FNO2 in total at a distorted geometry (ωB97M-V/def2-TZVPD, the Open Molecules 2025 dataset).

Positions of all 8 atoms, in Å:
C1 0.115 0.245 -1.201
C2 -0.048 -0.945 -0.727
N1 -0.060 -0.013 1.819
O1 -0.075 -2.059 -0.360
O2 1.016 0.498 1.830
F1 -1.230 0.911 1.598
H1 1.085 0.825 -1.233
H2 -0.803 0.537 -1.727

Calculated values
structure (SMILES): C=C=O.O=NF
frontier orbital gap: 8.26 eV
multiplicity: 1
relative energy (zero: lowest compared OMol25 entry of this formula, charge and spin): 110.3 kcal/mol
E_HOMO: -9.602 eV

Okay, here come the Mulliken numbers, in e, for every atom:
1 C -0.7852
2 C 0.6735
3 N 0.3612
4 O -0.3750
5 O -0.1406
6 F -0.2329
7 H 0.2685
8 H 0.2304



# C2H2FNS

A structure of composition C2H2FNS at a distorted geometry (ωB97M-V/def2-TZVPD, the Open Molecules 2025 dataset).

Positions of all 7 atoms, in Å:
C1 0.169 -0.448 -0.086
C2 0.454 -1.561 -0.823
N1 -0.248 0.595 0.318
F1 -1.176 3.107 0.924
S1 -0.282 2.251 1.964
H1 -0.164 -2.434 -0.751
H2 1.247 -1.511 -1.546

Calculated values
frontier orbital gap (spin up / spin down): 5.87 / 5.86 eV
multiplicity: 1
relative energy (zero: lowest compared OMol25 entry of this formula, charge and spin): 69.5 kcal/mol
E_HOMO (spin up / spin down): -8.431 / -8.430 eV

Okay, here come the Mulliken numbers, in e, for every atom:
1 C 0.5248
2 C -0.8005
3 N -0.3342
4 F -0.1745
5 S 0.2840
6 H 0.2544
7 H 0.2460



# C2H2FNaO

A structure of composition C2H2FNaO at a distorted geometry (ωB97M-V/def2-TZVPD, the Open Molecules 2025 dataset).

Positions of all 7 atoms, in Å:
C1 0.403 -0.443 -0.263
C2 -0.064 -1.739 -0.330
F1 1.691 -0.328 0.260
O1 -0.495 0.058 0.551
H1 0.486 -2.549 0.147
H2 -0.979 -1.956 -0.883
Na1 -1.704 1.871 -0.236

Calculated values
frontier orbital gap (spin up / spin down): 4.72 / 4.55 eV
multiplicity: 1
relative energy (zero: lowest compared OMol25 entry of this formula, charge and spin): 81.1 kcal/mol
E_HOMO (spin up / spin down): -5.973 / -5.954 eV

Okay, here come the Mulliken numbers, in e, for every atom:
1 C 0.4693
2 C -0.7346
3 F -0.3020
4 O -0.8167
5 H 0.2719
6 H 0.2096
7 Na 0.9024



# C2H2FOP

A cluster of 2 separate species, C2H2FOP in total at a distorted geometry (ωB97M-V/def2-TZVPD, the Open Molecules 2025 dataset).

Positions of all 7 atoms, in Å:
C1 -1.689 -0.629 0.115
C2 -0.825 0.323 0.125
O1 -2.518 -1.409 -0.083
F1 2.571 -0.352 -0.773
P1 3.366 0.600 0.232
H1 -1.185 1.251 0.373
H2 0.279 0.217 0.013

Calculated values
frontier orbital gap (spin up / spin down): 7.37 / 7.36 eV
multiplicity: 1
relative energy (zero: lowest compared OMol25 entry of this formula, charge and spin): 50.9 kcal/mol
E_HOMO (spin up / spin down): -8.744 / -8.746 eV

Okay, here come the Mulliken numbers, in e, for every atom:
1 C 0.7688
2 C -0.7792
3 O -0.3402
4 F -0.1963
5 P 0.1939
6 H 0.2719
7 H 0.0811



# C2H2FOPd

A structure of composition C2H2FOPd at a distorted geometry (ωB97M-V/def2-TZVPD, the Open Molecules 2025 dataset).

Positions of all 7 atoms, in Å:
C1 -0.177 -0.170 0.211
C2 -0.058 1.046 -0.303
O1 -0.057 -1.353 -0.379
H1 0.083 1.827 0.449
H2 0.164 -2.004 0.388
Pd1 -0.076 1.184 -1.944
F1 0.120 -0.530 1.578

Calculated values
frontier orbital gap (spin up / spin down): 9.87 / 8.81 eV
multiplicity: 3
charge: +1
relative energy (zero: lowest compared OMol25 entry of this formula, charge and spin): 0.0 kcal/mol
E_HOMO (spin up / spin down): -14.827 / -16.631 eV

Okay, here come the Mulliken numbers, in e, for every atom:
1 C 0.6930
2 C -0.3017
3 O -0.3742
4 H 0.4734
5 H 0.4381
6 Pd 0.3003
7 F -0.2289



# C2H2FeLiO2

A structure of composition C2H2FeLiO2 at a distorted geometry (ωB97M-V/def2-TZVPD, the Open Molecules 2025 dataset).

Positions of all 8 atoms, in Å:
C1 0.130 0.083 0.543
C2 -1.014 0.847 0.321
O1 -2.158 0.310 0.067
O2 0.092 -1.298 0.338
H1 0.918 0.898 0.322
Fe1 -5.076 -0.881 0.393
Li1 -2.736 -0.358 1.729
H2 -0.942 1.929 0.538

Calculated values
frontier orbital gap (spin up / spin down): 5.03 / 4.35 eV
multiplicity: 5
charge: +1
relative energy (zero: lowest compared OMol25 entry of this formula, charge and spin): 115.1 kcal/mol
E_HOMO (spin up / spin down): -12.326 / -11.731 eV

Okay, here come the Mulliken numbers, in e, for every atom:
1 C 0.2569
2 C -0.0201
3 O -0.5280
4 O -0.3069
5 H 0.2581
6 Fe 0.2815
7 Li 0.6717
8 H 0.3868



# C2H2HoO2

A structure of composition C2H2HoO2 at a distorted geometry (ωB97M-V/def2-TZVPD, the Open Molecules 2025 dataset).

Positions of all 7 atoms, in Å:
O1 -1.086 1.692 0.309
C1 -0.308 0.535 0.281
C2 0.723 0.223 1.010
O2 1.866 0.177 1.395
H1 -1.325 1.893 1.220
Ho1 -0.461 -1.113 -1.652
H2 1.056 -2.050 -0.567

Calculated values
frontier orbital gap (spin up / spin down): 6.28 / 6.27 eV
multiplicity: 6
E_HOMO (spin up / spin down): -6.780 / -7.669 eV

Okay, here come the Mulliken numbers, in e, for every atom:
1 O -0.6280
2 C 0.0766
3 C 0.1663
4 O -0.4173
5 H 0.3291
6 Ho 0.7247
7 H -0.2513



# C2H2I2

A structure of composition C2H2I2 at a distorted geometry (ωB97M-V/def2-TZVPD, the Open Molecules 2025 dataset).

Positions of all 6 atoms, in Å:
C1 -1.364 0.131 -0.325
C2 0.918 -0.136 0.261
I1 2.065 1.510 0.089
I2 1.799 -1.940 -0.255
H1 -1.545 -0.726 0.420
H2 -1.875 1.160 -0.189

Calculated values
frontier orbital gap (spin up / spin down): 6.74 / 7.64 eV
multiplicity: 1
relative energy (zero: lowest compared OMol25 entry of this formula, charge and spin): 143.3 kcal/mol
E_HOMO (spin up / spin down): -8.017 / -8.969 eV

Okay, here come the Mulliken numbers, in e, for every atom:
1 C -0.4389
2 C -0.3796
3 I 0.1549
4 I 0.1238
5 H 0.2691
6 H 0.2707



# C2H2I2S

A structure of composition C2H2I2S at a distorted geometry (ωB97M-V/def2-TZVPD, the Open Molecules 2025 dataset).

Positions of all 7 atoms, in Å:
C1 -0.464 0.591 0.490
C2 0.788 -0.002 -0.475
S1 -1.816 1.731 0.727
I1 2.488 1.047 0.288
I2 0.933 -2.087 0.110
H1 -0.606 0.023 1.454
H2 0.593 -0.057 -1.606

Calculated values
frontier orbital gap: 7.78 eV
multiplicity: 1
relative energy (zero: lowest compared OMol25 entry of this formula, charge and spin): 41.6 kcal/mol
E_HOMO: -8.951 eV

Okay, here come the Mulliken numbers, in e, for every atom:
1 C -0.3276
2 C -0.5807
3 S -0.1450
4 I 0.1966
5 I 0.1360
6 H 0.2742
7 H 0.4465



# C2H2I3NO2

A structure of composition C2H2I3NO2 at a distorted geometry (ωB97M-V/def2-TZVPD, the Open Molecules 2025 dataset).

Positions of all 10 atoms, in Å:
C1 -0.514 -0.106 -1.054
C2 0.813 0.863 0.734
N1 -0.763 -1.147 -0.224
O1 -1.716 -1.055 0.555
O2 0.075 -2.055 -0.172
I1 -0.609 0.997 2.254
I2 2.267 -0.614 0.961
I3 1.452 2.675 -0.113
H1 0.269 -0.211 -1.786
H2 -1.273 0.654 -1.155

Calculated values
frontier orbital gap: 7.41 eV
multiplicity: 1
E_HOMO: -9.194 eV

Okay, here come the Mulliken numbers, in e, for every atom:
1 C -0.5946
2 C -0.7386
3 N 0.7737
4 O -0.5393
5 O -0.5437
6 I 0.3266
7 I 0.3301
8 I 0.2344
9 H 0.3817
10 H 0.3697



# C2H2I4

A structure of composition C2H2I4 at a distorted geometry (ωB97M-V/def2-TZVPD, the Open Molecules 2025 dataset).

Positions of all 8 atoms, in Å:
C1 -0.718 0.882 -0.724
C2 0.427 0.636 -0.103
I1 -2.238 1.963 0.167
I2 -0.420 -2.583 1.458
I3 1.172 1.681 1.546
I4 1.928 -0.535 -1.081
H1 -1.025 0.263 -1.666
H2 0.875 -2.309 0.402

Calculated values
frontier orbital gap: 8.71 eV
multiplicity: 1
relative energy (zero: lowest compared OMol25 entry of this formula, charge and spin): 12.4 kcal/mol
E_HOMO: -9.177 eV

Okay, here come the Mulliken numbers, in e, for every atom:
1 C -0.3431
2 C -0.3541
3 I 0.1002
4 I -0.1110
5 I 0.1817
6 I 0.1598
7 H 0.3229
8 H 0.0435



# C2H2I4S

A structure of composition C2H2I4S at a distorted geometry (ωB97M-V/def2-TZVPD, the Open Molecules 2025 dataset).

Positions of all 9 atoms, in Å:
C1 1.277 0.350 -2.572
C2 -1.158 -0.543 2.092
S1 -2.403 -0.486 0.859
I1 2.106 2.148 -3.001
I2 -0.547 0.100 -1.687
I3 0.429 -1.978 1.636
I4 -0.148 1.403 2.232
H1 2.051 -0.447 -2.616
H2 -1.608 -0.547 3.057

Calculated values
frontier orbital gap (spin up / spin down): 4.42 / 4.42 eV
multiplicity: 1
relative energy (zero: lowest compared OMol25 entry of this formula, charge and spin): 85.3 kcal/mol
E_HOMO (spin up / spin down): -7.680 / -7.678 eV

Okay, here come the Mulliken numbers, in e, for every atom:
1 C -0.5198
2 C -0.7951
3 S -0.2960
4 I 0.2614
5 I 0.4605
6 I 0.0885
7 I 0.0334
8 H 0.3566
9 H 0.4105



# C2H2IN3O

The molecule C2H2IN3O at a distorted geometry (ωB97M-V/def2-TZVPD, the Open Molecules 2025 dataset).

Positions of all 9 atoms, in Å:
C1 0.439 1.140 -0.424
C2 -0.269 0.724 0.797
N1 0.758 0.151 -1.170
N2 -0.336 -0.646 0.619
N3 0.386 -1.048 -0.468
O1 -0.670 1.346 1.747
I1 -0.373 -2.498 -1.738
H1 0.692 2.151 -0.673
H2 -0.629 -1.320 1.309

Calculated values
structure (SMILES): O=c1cnn(I)[nH]1
frontier orbital gap: 7.87 eV
multiplicity: 1
relative energy (zero: lowest compared OMol25 entry of this formula, charge and spin): 5.4 kcal/mol
E_HOMO: -9.006 eV

Okay, here come the Mulliken numbers, in e, for every atom:
1 C -0.2248
2 C 0.5479
3 N -0.3605
4 N 0.0474
5 N -0.3251
6 O -0.6051
7 I 0.2208
8 H 0.4253
9 H 0.2743



# C2H2INO2

The molecule C2H2INO2 at a distorted geometry (ωB97M-V/def2-TZVPD, the Open Molecules 2025 dataset).

Positions of all 8 atoms, in Å:
C1 -0.143 -0.009 -0.426
C2 -0.876 0.091 0.676
N1 1.309 0.013 -0.372
O1 1.870 0.050 0.698
O2 1.816 0.144 -1.477
I1 -2.937 -0.132 0.646
H1 -0.501 -0.229 -1.367
H2 -0.537 0.072 1.620

Calculated values
structure (SMILES): O=[N+]([O-])/C=C/I
frontier orbital gap: 9.21 eV
multiplicity: 1
relative energy (zero: lowest compared OMol25 entry of this formula, charge and spin): 92.5 kcal/mol
E_HOMO: -10.066 eV

Okay, here come the Mulliken numbers, in e, for every atom:
1 C -0.3965
2 C -0.4224
3 N 0.9042
4 O -0.5488
5 O -0.5410
6 I 0.1403
7 H 0.3964
8 H 0.4679



# C2H2INO3

A cluster of 2 separate species, C2H2INO3 in total at a distorted geometry (ωB97M-V/def2-TZVPD, the Open Molecules 2025 dataset).

Positions of all 9 atoms, in Å:
C1 -1.357 -0.114 0.753
C2 0.658 0.423 0.344
N1 0.964 -0.362 -0.831
O1 0.820 0.229 -1.872
O2 -1.470 -0.903 1.608
O3 1.361 -1.490 -0.703
I1 -2.689 0.727 -0.552
H1 0.981 -0.085 1.316
H2 0.733 1.575 -0.062

Calculated values
frontier orbital gap: 8.64 eV
multiplicity: 1
relative energy (zero: lowest compared OMol25 entry of this formula, charge and spin): 131.5 kcal/mol
E_HOMO: -9.811 eV

Okay, here come the Mulliken numbers, in e, for every atom:
1 C 0.2635
2 C -0.7180
3 N 0.9445
4 O -0.5209
5 O -0.3272
6 O -0.5611
7 I 0.2105
8 H 0.3517
9 H 0.3571



# C2H2LiO2Yb

A structure of composition C2H2LiO2Yb at a distorted geometry (ωB97M-V/def2-TZVPD, the Open Molecules 2025 dataset).

Positions of all 8 atoms, in Å:
O1 -0.774 -0.672 0.813
C1 -1.555 0.038 0.279
C2 -2.157 0.918 -0.471
O2 3.312 -0.725 0.326
Li1 4.714 -0.516 -0.611
Yb1 1.515 -1.525 1.073
H1 -2.353 1.911 -0.061
H2 -2.703 0.571 -1.350

Calculated values
frontier orbital gap (spin up / spin down): 7.93 / 6.06 eV
multiplicity: 2
charge: +2
relative energy (zero: lowest compared OMol25 entry of this formula, charge and spin): 0.0 kcal/mol
E_HOMO (spin up / spin down): -16.994 / -16.992 eV

Okay, here come the Mulliken numbers, in e, for every atom:
1 O -0.5258
2 C 0.7772
3 C -0.7209
4 O -0.6774
5 Li 0.8970
6 Yb 1.6688
7 H 0.2907
8 H 0.2904



# C2H2N2O

The molecule C2H2N2O at a distorted geometry (ωB97M-V/def2-TZVPD, the Open Molecules 2025 dataset).

Positions of all 7 atoms, in Å:
C1 -0.985 0.732 -0.159
C2 -0.308 -0.382 -0.313
N1 0.904 0.765 1.105
N2 0.932 -0.256 0.368
O1 1.921 -0.974 0.277
H1 -1.728 1.404 -0.370
H2 -0.737 -1.288 -0.908

Calculated values
frontier orbital gap (spin up / spin down): 9.66 / 8.98 eV
multiplicity: 1
relative energy (zero: lowest compared OMol25 entry of this formula, charge and spin): 174.8 kcal/mol
E_HOMO (spin up / spin down): -10.425 / -9.709 eV

Okay, here come the Mulliken numbers, in e, for every atom:
1 C -0.3388
2 C -0.1507
3 N -0.5418
4 N 0.9396
5 O -0.6377
6 H 0.4159
7 H 0.3135